Formula: C12H8N8O4
Source: the OMol25 dataset
Level of theory: wB97M-V/def2-TZVPD

Computed properties:
Calculated total energy = -1200.740628 hartree
Relative energy (zero: lowest compared OMol25 entry of this formula, charge and spin) = 2.0 kcal/mol
Gap between HOMO and LUMO = 5.05 eV

Each line ends with the Mulliken charge.
Positions of all 32 atoms, in Å:
C 1.18 -0.34 -1.16  0.437
N 2.30 0.56 -1.67  0.647
N 3.03 0.98 -2.46  -0.535
C -0.15 0.32 -1.51  0.468
C -1.12 -0.62 -1.85  -0.583
C -2.41 -0.24 -2.21  -0.462
C -2.73 1.11 -2.38  -0.583
C -1.70 2.04 -2.27  -0.578
C -0.38 1.66 -1.91  -0.413
H 1.23 -1.33 -1.66  0.789
H -0.85 -1.68 -1.80  0.369
H -3.14 -1.01 -2.39  0.388
H -3.73 1.39 -2.73  0.381
H -1.95 3.06 -2.50  0.372
H 0.40 2.43 -1.98  0.326
O -0.89 1.26 4.50  -0.561
N -0.83 0.11 4.02  0.881
O -1.42 -0.88 4.52  -0.620
C -0.04 -0.16 2.81  -0.484
C -0.04 -1.40 2.16  -0.212
C 0.62 -1.59 0.95  -0.878
N 0.66 -2.92 0.39  1.061
O -0.03 -3.84 0.85  -0.669
O 1.34 -3.09 -0.67  -0.695
C 1.53 -0.60 0.24  0.216
N 1.50 0.60 1.06  0.575
N 2.16 1.73 0.66  -0.514
N 1.79 2.65 1.49  -0.673
N 0.94 2.19 2.43  -0.280
C 0.78 0.87 2.20  0.825
H -0.62 -2.22 2.57  0.592
H 2.57 -1.03 0.30  0.411

Formula: C12H8O2
Source: the OMol25 dataset
Level of theory: wB97M-V/def2-TZVPD

Computed properties:
Calculated total energy = -612.399226 hartree
SMILES string = Oc1ccc2oc3ccccc3c2c1
Relative energy (zero: lowest compared OMol25 entry of this formula, charge and spin) = 85.9 kcal/mol
Gap between HOMO and LUMO = 8.49 eV

Each line ends with the Mulliken charge.
Positions of all 22 atoms, in Å:
C 0.89 2.30 1.69  0.385
C 2.13 2.19 0.86  -0.350
C 2.33 1.25 -0.18  -0.858
C 1.28 0.33 -0.40  0.217
C 0.08 -1.44 -0.91  0.300
C -0.28 -2.25 -1.99  -0.564
C -1.63 -2.65 -1.72  -0.195
C -2.45 -2.04 -0.78  -0.460
C -2.07 -0.89 -0.02  -0.284
C -0.77 -0.66 -0.09  0.285
C 0.17 0.38 0.40  0.716
C -0.01 1.22 1.45  -0.251
H 1.35 3.74 3.22  0.362
H 2.95 2.84 1.46  0.086
H 3.22 1.13 -0.76  0.434
H 0.22 -2.55 -3.02  0.289
H -1.97 -3.42 -2.42  0.313
H -3.63 -2.39 -1.12  0.160
H -2.84 -0.55 0.75  0.264
H -0.85 0.79 2.29  0.147
O 0.61 3.27 2.62  -0.554
O 1.28 -0.61 -1.34  -0.441

Formula: C12H8O2S
Source: the OMol25 dataset
Level of theory: wB97M-V/def2-TZVPD

Computed properties:
Calculated total energy = -1010.538100 hartree
Multiplicity = 3
⟨S²⟩ = 2.039
Gap between HOMO and LUMO (alpha / beta) = 6.83 / 5.87 eV

Each line ends with the Mulliken spin population.
Positions of all 23 atoms, in Å:
C 2.97 0.42 1.46  -0.117
C 2.87 -0.79 0.71  0.245
C -3.43 -1.07 0.12  -0.005
C 2.11 1.53 1.28  0.240
C 1.86 -0.97 -0.26  -0.072
C -2.74 -0.12 -0.61  0.019
C -2.57 -1.92 0.70  0.026
C 1.17 1.32 0.27  0.042
C 1.05 0.13 -0.47  0.135
C -1.40 -0.21 -0.56  -0.008
C 0.16 1.96 -0.46  0.377
C -0.18 0.63 -1.20  0.199
O -0.37 3.05 -0.57  0.838
O -0.21 0.52 -2.62  0.035
S -0.97 -1.57 0.42  0.011
H 3.70 0.42 2.25  -0.004
H 3.42 -1.62 1.09  0.022
H -4.47 -1.20 0.04  0.000
H 2.19 2.40 1.95  0.014
H 1.63 -1.93 -0.75  -0.002
H -3.30 0.68 -1.18  0.002
H -2.71 -2.79 1.27  0.001
H -0.77 1.15 -2.91  0.001

Formula: C12H9N
Source: the OMol25 dataset
Level of theory: wB97M-V/def2-TZVPD

Computed properties:
Calculated total energy = -517.305755 hartree
SMILES string = N#C[C@@]12c3ccccc3[C@H]3C[C@@H]1[C@H]32
Relative energy (zero: lowest compared OMol25 entry of this formula, charge and spin) = 88.7 kcal/mol
Gap between HOMO and LUMO = 9.63 eV

Each line ends with the Mulliken charge.
Positions of all 22 atoms, in Å:
C -2.51 -0.35 1.33  -0.088
C 1.11 2.08 -1.64  -0.399
C 0.06 2.63 -0.90  -0.316
C 1.49 0.76 -1.42  -0.924
C -0.67 1.89 0.00  -0.528
C 0.53 -0.03 -0.80  0.037
C -0.50 0.51 0.03  0.449
C 1.13 -1.43 0.98  -1.091
C 0.62 -1.46 -0.50  -0.141
C -0.26 -1.68 1.46  -0.560
C -0.77 -1.92 0.08  -0.480
C -1.11 -0.61 0.75  0.793
N -3.57 -0.25 1.77  -0.503
H 1.65 2.84 -2.30  0.304
H -0.35 3.66 -0.90  0.281
H 2.39 0.46 -1.96  0.392
H -1.33 2.54 0.59  0.363
H 1.75 -2.18 1.31  0.496
H 1.55 -0.55 1.45  0.314
H 0.90 -2.10 -1.27  0.696
H -0.61 -2.05 2.31  0.602
H -1.49 -2.75 -0.36  0.305

Formula: C13H10Br2F6O3
Source: the OMol25 dataset
Level of theory: wB97M-V/def2-TZVPD

Computed properties:
Calculated total energy = -6474.351777 hartree
SMILES string = O=C1O[C@@H](F)[C@@H](C(F)(F)c2cccc(C(F)(F)F)c2)O1.BrCCBr
Gap between HOMO and LUMO = 10.69 eV

Each line ends with the Mulliken charge.
Positions of all 34 atoms, in Å:
O -1.65 3.85 -0.29  -0.508
C -1.45 2.88 0.38  0.593
O -2.07 2.55 1.59  -0.375
C -2.00 1.13 1.58  0.095
F -2.81 0.81 0.51  -0.288
C -0.51 1.03 1.19  -0.238
C 0.06 -0.31 0.72  1.148
F 0.40 -1.12 1.76  -0.344
F -0.80 -0.94 -0.11  -0.229
C 1.37 -0.05 -0.07  -0.054
C 1.60 -0.62 -1.30  -0.602
C 2.80 -0.32 -1.93  -0.600
C 3.71 0.53 -1.36  -0.693
C 3.45 1.11 -0.14  0.108
C 4.37 2.09 0.54  0.946
F 5.43 2.41 -0.22  -0.278
F 3.70 3.26 0.73  -0.263
F 4.76 1.68 1.74  -0.248
C 2.28 0.80 0.51  -0.421
O -0.57 1.87 0.02  -0.365
H -2.24 0.61 2.51  0.445
H 0.03 1.56 1.98  0.475
H 0.85 -1.27 -1.75  0.559
H 2.97 -0.81 -2.88  0.378
H 4.63 0.73 -1.89  0.480
H 2.09 1.24 1.49  0.297
Br -2.55 -4.01 -2.27  -0.147
C -4.11 -3.51 -1.22  -0.585
C -3.76 -2.51 -0.16  -0.494
Br -2.85 -3.35 1.35  -0.156
H -4.53 -4.43 -0.81  0.395
H -4.81 -3.08 -1.93  0.364
H -4.66 -2.07 0.27  0.379
H -3.11 -1.72 -0.52  0.224

Formula: C13H10BrN
Source: the OMol25 dataset
Level of theory: wB97M-V/def2-TZVPD

Computed properties:
Calculated total energy = -3130.034559 hartree
SMILES string = NC1=CC2=c3ccccc3=C(Br)[C@H]2C=C1
Relative energy (zero: lowest compared OMol25 entry of this formula, charge and spin) = 0.0 kcal/mol
Gap between HOMO and LUMO (alpha / beta) = 5.86 / 6.25 eV

Each line ends with the Mulliken charge.
Positions of all 25 atoms, in Å:
C 1.15 1.69 2.83  -0.293
C 2.47 1.80 2.34  -0.512
C -0.11 -1.37 -2.19  -0.651
C 0.13 1.21 2.07  -0.828
C 0.37 -0.20 -1.36  0.778
C 2.73 1.27 1.12  -0.506
C -1.36 -1.83 -2.00  -0.571
C 0.40 0.62 0.78  0.374
C -0.44 0.00 -0.15  0.120
C 1.75 0.75 0.30  0.821
C -1.74 -0.44 0.01  -0.582
C -2.22 -1.32 -0.98  0.863
C 1.83 0.08 -0.94  -0.979
N -3.55 -1.71 -1.06  -0.553
Br 3.33 -0.52 -1.82  -0.174
H 0.79 1.91 3.92  0.224
H 3.26 2.43 2.94  0.257
H 0.36 -1.83 -3.05  0.323
H -0.74 1.21 2.60  0.372
H -0.01 0.69 -1.88  0.227
H 3.63 1.41 0.62  0.385
H -1.70 -2.47 -2.82  0.234
H -2.19 -0.25 1.07  0.209
H -4.05 -2.00 -1.93  0.234
H -4.10 -1.13 -0.40  0.228

Formula: C13H10O3
Source: the OMol25 dataset
Level of theory: wB97M-V/def2-TZVPD

Computed properties:
Calculated total energy = -727.078430 hartree
SMILES string = O=C(/C=C/c1ccco1)c1ccccc1O
Relative energy (zero: lowest compared OMol25 entry of this formula, charge and spin) = 0.0 kcal/mol
Gap between HOMO and LUMO = 8.08 eV

Each line ends with the Mulliken charge.
Positions of all 26 atoms, in Å:
O -1.41 -2.65 -0.11  -0.741
C -0.95 -1.50 -0.22  0.715
C 0.49 -1.32 -0.35  -0.472
C 1.19 -0.32 0.22  -0.222
C 2.61 -0.18 0.17  0.118
C 3.60 -0.93 -0.44  -0.303
C 4.82 -0.29 -0.13  -0.543
C 4.50 0.79 0.64  -0.339
O 3.17 0.86 0.82  -0.338
H 5.10 1.55 1.10  0.450
H 5.80 -0.59 -0.44  0.430
H 3.47 -1.81 -1.03  0.453
H 0.68 0.45 0.78  0.562
H 1.01 -2.13 -0.84  0.310
C -1.83 -0.33 -0.17  0.465
C -1.44 0.92 -0.69  -0.392
C -2.27 2.01 -0.59  -0.802
C -3.50 1.90 0.03  -0.417
C -3.92 0.68 0.52  -0.610
C -3.11 -0.45 0.40  0.175
O -3.59 -1.62 0.85  -0.642
H -2.94 -2.32 0.61  0.404
H -4.89 0.57 0.98  0.425
H -4.14 2.76 0.12  0.374
H -1.95 2.96 -1.01  0.395
H -0.50 1.00 -1.21  0.544

Formula: C13H11AgNTe
Source: the OMol25 dataset
Level of theory: wB97M-V/def2-TZVPD

Computed properties:
Calculated total energy = -971.376676 hartree
Charge = +1
Gap between HOMO and LUMO = 7.22 eV

Each line ends with the Mulliken charge.
Positions of all 27 atoms, in Å:
Ag -0.82 -0.97 3.49  0.147
N -0.85 -0.80 6.57  -0.186
C -0.52 -0.99 5.47  0.310
H -0.99 -0.45 7.51  0.349
Te -1.49 -1.30 0.89  0.281
C -1.02 -1.34 -1.30  -0.036
C -1.90 -0.56 -2.16  -0.233
C -1.50 -0.18 -3.43  -0.542
C -0.24 -0.57 -3.88  -0.458
C 0.54 -1.43 -3.11  -0.665
C 0.19 -1.78 -1.81  -0.227
C -0.01 0.18 0.97  -0.330
C -0.32 1.49 1.31  -0.113
C 0.59 2.47 0.99  -0.332
C 1.78 2.19 0.42  -0.484
C 2.08 0.92 0.01  -0.335
C 1.28 -0.15 0.43  -0.320
H -2.95 -0.41 -1.80  0.325
H -2.17 0.42 -4.04  0.402
H 0.08 -0.26 -4.85  0.424
H 1.45 -1.84 -3.54  0.406
H 0.78 -2.39 -1.13  0.601
H -1.33 1.76 1.77  0.317
H 0.27 3.47 1.27  0.372
H 2.48 3.00 0.21  0.375
H 3.00 0.70 -0.51  0.416
H 1.58 -1.18 0.24  0.537